The following is a quantum chemistry calculation of 12 unconnected molecules or ions with the total composition C39H60BrCl33FN4O3, from the Open Molecules 2025 dataset.

```
141
Properties=species:S:1:pos:R:3:forces:R:3
Br 1.7568 -0.1427 2.9448 0.124 0.029 -0.059
Cl 4.0858 -1.4472 11.7362 0.058 -0.046 -0.064
Cl -6.5136 5.6384 -2.7447 0.030 0.030 -0.038
Cl -3.8120 -14.2154 -8.1454 0.006 -0.004 -0.002
Cl -8.8667 3.9399 -2.6339 -0.009 0.008 -0.020
Cl -8.2875 -0.3850 -4.1281 -0.008 0.003 -0.008
Cl -6.3581 -11.3614 0.0328 0.005 -0.015 0.013
Cl 5.6237 -2.4326 13.9932 -0.026 -0.007 0.003
Cl -2.5295 -12.2335 -4.7439 -0.002 0.023 0.070
Cl -13.7241 -2.6131 -2.1403 0.016 -0.012 0.004
Cl -1.1743 -13.0026 -8.1455 0.011 -0.012 -0.008
Cl 4.9135 0.3772 13.8378 -0.020 -0.001 0.004
Cl 1.7006 1.3829 11.9422 -0.001 -0.001 -0.018
Cl 2.3521 -0.6703 7.6290 0.030 -0.046 -0.015
Cl -5.3572 -13.1173 -2.0536 -0.127 -0.295 0.040
Cl -3.3012 -0.8866 -3.2549 0.010 0.010 0.007
Cl -3.4023 -7.0825 -2.6455 0.049 0.229 0.018
Cl 3.4034 2.0019 7.1864 0.033 0.000 -0.047
Cl -8.5431 6.1010 -0.7206 0.002 0.002 -0.013
Cl -0.8969 -10.4183 -3.1668 0.005 -0.010 0.018
Cl -9.2238 -2.1908 -6.1950 -0.025 -0.023 0.036
Cl -6.2734 -6.7321 -2.4144 0.018 0.003 0.040
Cl -7.6605 -3.2285 -3.9746 -0.003 0.008 -0.014
Cl -2.6906 -1.3197 -0.4505 0.310 -0.105 0.008
Cl -4.4930 -5.4161 -0.5319 -0.025 -0.043 0.079
Cl -12.6545 -1.3570 0.2501 0.020 -0.015 -0.007
Cl -2.2342 -3.4387 -2.3822 0.063 0.033 -0.028
Cl -8.2083 -12.6483 -1.7995 0.004 -0.009 0.010
Cl -1.7477 -15.2373 -6.3795 0.024 -0.062 -0.047
Cl 0.6136 1.4236 6.6254 0.008 -0.002 -0.033
Cl 0.3961 -1.2076 11.7651 -0.013 -0.004 -0.029
Cl -0.9490 1.1663 10.7756 0.021 -0.009 -0.049
Cl -3.7880 -10.3788 -2.9038 0.078 0.094 -0.093
Cl -10.9206 -1.8648 -2.0220 -0.162 0.086 0.383
F 6.3839 2.4284 3.5721 -0.129 -0.021 -0.061
O 12.1505 4.7185 0.7532 -0.183 -0.141 -0.327
O 1.4244 2.1872 1.5325 0.135 0.019 0.071
O 10.7695 5.8405 -0.6031 0.308 0.055 -0.769
N 5.7879 2.0420 1.4117 -0.338 -0.069 0.357
N 4.0183 2.6952 0.2891 0.064 -0.004 0.155
N 6.2128 2.3755 0.1351 -0.161 0.107 -0.241
N 4.9771 3.1680 -1.7851 -0.578 0.313 -0.177
C -8.2384 5.5674 -2.3727 0.005 -0.086 0.062
C 1.7003 5.1348 -2.2897 0.320 -0.267 0.434
C -1.6807 3.9340 -0.7222 -0.328 0.371 -0.281
C -6.0194 2.3237 -0.5099 -0.393 -0.203 -0.095
C -2.2278 -1.7000 -2.1141 -0.123 -0.036 -0.041
C 2.2521 0.7811 6.6337 -0.050 0.083 0.149
C 3.1362 4.8883 -1.7911 -0.107 -0.260 0.282
C 6.3228 0.1338 2.9004 -0.203 0.087 -0.314
C 3.5644 2.1133 2.6287 0.229 0.272 0.205
C 2.1962 1.6133 2.2083 -0.362 -0.164 -0.033
C -4.7482 -6.8437 -1.5316 -0.008 -0.006 -0.081
C 6.2263 2.3810 -3.6757 -0.178 0.165 0.036
C -2.0836 -14.5014 -7.9475 -0.027 0.034 0.029
C 4.4100 -1.2706 13.4616 0.041 0.040 0.003
C 6.6109 1.5700 2.5184 0.340 -0.308 0.387
C 0.6085 0.3685 10.9994 -0.042 0.046 0.110
C -8.8459 -2.0230 -4.4806 -0.004 -0.061 -0.079
C 8.5183 3.3174 0.4200 0.240 -0.209 -0.731
C -6.9323 -2.6234 -0.0236 -0.021 -0.272 -0.193
C -2.9223 3.8357 -1.6241 -0.191 -0.226 -0.018
C 12.0107 5.5251 -0.1274 0.300 -0.373 0.756
C -6.4744 1.0056 -1.1441 -0.074 0.143 0.081
C 5.0922 2.7694 -0.5219 0.408 -0.032 -0.113
C -6.6144 -1.5212 -1.0402 -0.090 0.018 0.452
C 3.6083 3.5169 -2.2451 -0.036 0.234 -0.514
C -4.5284 2.4179 -0.2185 -0.003 -0.116 0.171
C -12.3178 -2.4395 -1.0965 -0.071 0.029 -0.011
C -3.6684 2.5110 -1.4901 -0.369 0.016 0.005
C 13.1605 6.2629 -0.7354 -0.307 0.479 0.127
C 4.4656 2.2644 1.4470 -0.190 0.054 -0.552
C -6.6828 -12.8056 -0.9343 0.005 0.072 -0.035
C 0.6287 4.9483 -1.1952 -0.483 0.525 -0.605
C -0.3453 3.7977 -1.4661 0.505 -0.588 0.749
C 7.6258 2.2369 -0.2090 0.575 -0.076 0.887
C -2.3764 -11.3844 -3.2081 -0.044 0.006 -0.032
C 10.0384 4.7239 -1.1169 -0.551 -0.054 0.046
C 8.6871 4.6051 -0.4016 0.159 0.214 0.734
C -6.0320 -0.2523 -0.4082 -0.002 0.065 -0.502
C 6.0507 3.2836 -2.7165 0.393 -0.691 -0.493
H 3.4060 3.1140 3.0397 -0.011 0.079 -0.014
H -1.7651 -15.1908 -8.7172 0.001 -0.011 -0.008
H -2.6700 3.9797 -2.6763 0.246 0.100 -0.007
H 3.6428 3.5140 -3.3328 0.166 -0.085 -0.055
H -6.7623 -13.6470 -0.2598 0.005 -0.003 0.017
H 8.2128 3.5248 1.4423 -0.179 0.095 0.025
H 0.0380 5.8662 -1.1570 0.001 0.065 0.083
H -12.0702 -3.4129 -0.6954 0.022 -0.009 -0.004
H 1.0516 0.2122 10.0253 0.003 -0.009 -0.015
H 3.4910 -1.4726 13.9957 -0.019 0.009 -0.004
H 10.6305 3.8199 -0.9886 0.019 -0.077 0.026
H 1.6382 6.1288 -2.7230 -0.075 0.057 -0.051
H 6.7806 -0.0936 3.8574 0.104 -0.002 0.045
H 1.4912 4.4182 -3.0860 -0.019 0.115 -0.219
H -4.3336 2.4115 -2.3509 0.006 -0.084 -0.082
H -6.1481 0.9730 -2.1879 0.104 -0.159 -0.043
H -7.9945 -2.6423 0.2193 -0.047 0.148 0.129
H -2.9909 1.6569 -1.5329 0.208 0.059 -0.104
H 2.5132 0.5123 5.6199 -0.020 -0.069 -0.016
H 7.9427 1.2809 0.2096 -0.135 -0.188 -0.162
H 7.7605 2.1518 -1.2785 -0.297 0.155 -0.132
H -6.3156 -0.1887 0.6450 0.002 0.068 0.076
H -5.9186 -1.8839 -1.7960 -0.023 -0.059 -0.107
H 3.1413 4.9028 -0.7017 0.057 0.129 0.062
H -3.6284 4.6323 -1.3821 -0.035 0.059 0.033
H 3.8414 5.6496 -2.1239 0.013 0.029 -0.170
H 12.8777 6.7817 -1.6445 0.053 -0.029 -0.094
H 2.9119 2.7290 -1.9678 -0.004 0.003 0.291
H 6.6841 4.1616 -2.7048 0.137 -0.036 0.574
H -6.6001 2.4708 0.4040 0.105 0.024 0.148
H -4.9459 -0.3202 -0.4745 -0.159 0.037 0.321
H -9.7519 -2.1967 -3.9072 0.246 -0.017 -0.385
H -0.4851 3.6564 -2.5369 -0.172 0.184 -0.091
H 7.1252 2.3655 -4.2751 -0.139 0.429 -0.311
H 7.8598 4.7821 -1.0835 -0.101 -0.115 -0.063
H 6.7530 -0.4993 2.1254 0.073 -0.129 0.054
H 7.6659 1.6485 2.2746 -0.042 0.217 -0.276
H 8.6723 5.4356 0.3021 -0.092 0.137 -0.067
H -6.3833 -2.5119 0.9111 0.125 0.023 0.009
H -7.5430 -1.2761 -1.5520 0.011 0.070 -0.171
H 9.5017 2.8507 0.4955 0.090 0.030 0.188
H 0.1483 2.8886 -1.1051 0.013 -0.152 -0.221
H 13.9814 5.5725 -0.8924 0.043 -0.078 -0.053
H -4.7994 -7.7063 -0.8797 -0.008 -0.017 -0.010
H -1.7784 3.1897 0.0675 0.124 -0.048 0.077
H 13.4890 6.9994 -0.0025 0.101 0.072 -0.012
H -8.7540 6.2391 -3.0453 -0.001 0.011 -0.009
H 1.0811 4.8429 -0.2103 0.041 -0.086 0.074
H 5.4649 1.6562 -3.9346 0.148 -0.384 0.437
H -2.3145 -12.1243 -2.4205 0.015 0.006 0.015
H -1.2236 -1.3326 -2.2755 0.007 0.019 0.008
H 3.9948 1.5173 3.4210 0.032 -0.115 -0.005
H -1.7022 4.9048 -0.2249 0.092 0.037 0.096
H -4.2386 1.5462 0.3699 0.058 -0.019 0.077
H -6.3228 3.1238 -1.1874 0.085 0.190 0.037
H 9.8847 4.8855 -2.1840 0.135 0.131 -0.049
H 5.2609 -0.0929 2.9382 -0.083 0.033 0.110
H -4.3615 3.2763 0.4362 0.123 0.122 -0.074
H -7.5671 1.0027 -1.1813 -0.072 0.093 -0.062
H -6.7059 -3.6085 -0.4270 0.031 -0.076 0.008
```
Forces are in eV/Å.

As for the calculated total energy: -539511.09066 eV. The gap between HOMO and LUMO is 8.6 eV. The calculation puts the HOMO energy at -11.451 eV. As for the total charge: +1.

***

The following is a quantum chemistry calculation of 2 unconnected molecules or ions with the total composition C2H7O2, from the Open Molecules 2025 dataset.

```
11
Properties=species:S:1:pos:R:3:forces:R:3
O 0.5397 1.4590 -0.9451 0.613 1.324 0.298
O 1.1154 -0.9149 0.7491 0.254 0.229 2.355
C -1.1694 -0.8933 0.0329 0.842 2.298 -2.612
C -0.0187 -0.2781 0.6712 1.758 1.075 0.984
H -0.6343 -1.3165 -0.8678 -1.304 -0.134 0.461
H 1.8730 -0.6947 1.4971 -2.793 0.126 -2.727
H 0.9703 2.3261 -0.7757 -0.738 -0.385 0.468
H -1.9715 -0.1190 -0.2184 1.448 -0.895 0.080
H -0.0720 0.7832 0.9846 0.123 -0.998 0.603
H 1.0412 1.2552 -1.7243 0.172 -0.871 -1.067
H -1.6737 -1.6071 0.5964 -0.374 -1.770 1.158
```
Forces are in eV/Å.

As for the calculated total energy: -6273.59294 eV. The gap between HOMO and LUMO is 11.0 eV. The energy above the lowest of the compared OMol25 structures with the same formula, charge and spin comes out at 31.7 kcal per mole. The calculation puts the HOMO energy at -16.658 eV. As for the total charge: +1.

***

The following is a quantum chemistry calculation of 2 unconnected molecules or ions with the total composition C3H10NO3, from the Open Molecules 2025 dataset.

```
17
Properties=species:S:1:pos:R:3:forces:R:3
O -0.9423 2.4750 -1.2993 1.066 2.558 -3.064
O 1.3723 -2.6706 -0.4873 3.643 -2.478 -0.406
O 2.0773 -0.4773 -0.3683 -2.418 -2.876 -0.848
N -0.2854 0.2511 0.2264 1.308 0.949 0.769
C -0.5469 0.3397 1.6632 2.882 0.201 2.364
C -0.2864 -1.1775 -0.3152 0.738 3.030 -2.211
C 1.2221 -1.3889 -0.4811 1.658 2.022 1.710
H 0.6577 0.8335 0.0924 -1.541 -2.555 -0.084
H -1.4631 0.0333 2.0039 -2.359 -2.070 0.010
H 2.3634 -3.0275 -0.4676 -2.679 1.399 -0.188
H 0.3063 -0.1575 2.3040 -1.663 0.772 -1.616
H 0.0170 2.7038 -1.5394 -1.732 -0.569 0.707
H -0.7655 -1.0635 -1.3575 0.614 -0.652 1.622
H -0.6705 1.3276 2.0800 0.920 1.015 -0.740
H -0.7992 -1.9037 0.3190 0.229 0.384 -0.027
H -0.8747 0.8107 -0.3499 -1.415 0.859 -0.306
H -1.3820 3.0917 -2.0234 0.750 -1.989 2.306
```
Forces are in eV/Å.

As for the calculated total energy: -10898.22348 eV. The gap between HOMO and LUMO is 12.3 eV. The energy above the lowest of the compared OMol25 structures with the same formula, charge and spin comes out at 51.7 kcal per mole. The calculation puts the HOMO energy at -15.473 eV. As for the total charge: +1.

***

The following is a quantum chemistry calculation of a molecular structure, C15H15N8OPt, from the Open Molecules 2025 dataset.

```
40
Properties=species:S:1:pos:R:3:forces:R:3
Pt -0.6040 0.4699 -0.5392 -0.158 -0.088 0.338
O 0.4149 0.5707 1.1920 -0.141 0.092 -0.139
N -1.5586 5.4311 0.8841 0.047 0.024 -0.219
N -1.6302 2.2423 -0.2552 0.407 0.194 0.078
N -1.3030 -0.1919 -2.3261 -0.091 0.206 -0.007
N -1.8708 4.1782 0.4196 -0.055 0.050 0.072
N -0.9791 3.2568 0.3080 -0.063 -0.111 -0.148
N -3.0730 3.8805 -0.0187 0.085 -0.111 -0.013
N 0.3298 -1.2241 -0.5956 0.193 0.313 0.227
N 1.1632 -1.5033 0.4511 -0.153 0.110 -0.100
C 1.1327 -0.5047 1.3196 0.103 -0.172 0.064
C -0.8281 -1.4358 -2.5851 0.220 -0.240 0.174
C 0.1067 -2.0100 -1.5842 -0.136 -0.210 -0.360
C -1.1939 -2.1052 -3.7307 -0.051 -0.112 -0.194
C 2.7740 0.3514 4.5815 -0.018 -0.008 -0.031
C 0.7229 -3.3574 -1.7377 -0.039 0.047 0.024
C -2.8907 2.6387 -0.4420 -0.172 -0.038 -0.004
C 3.5247 -1.8316 3.8971 -0.014 -0.008 -0.030
C 1.9884 0.4387 3.4442 0.001 0.015 0.020
C 2.7417 -1.7487 2.7585 0.043 -0.039 0.034
C 3.5413 -0.7833 4.8074 0.003 0.012 0.017
C -2.4954 -0.2120 -4.3852 0.013 0.062 0.032
C -2.0459 -1.4912 -4.6416 0.040 -0.101 -0.005
C 1.9703 -0.6114 2.5295 -0.033 0.016 -0.056
C -2.0970 0.4058 -3.2109 0.009 0.022 0.001
H -3.6748 2.0274 -0.8531 0.017 -0.006 -0.013
H -2.4077 1.4126 -2.9716 -0.017 0.004 0.013
H 1.3213 -3.4077 -2.6494 -0.003 0.031 0.005
H -2.3458 -2.0071 -5.5436 0.026 -0.009 0.007
H 1.3603 -3.5618 -0.8840 0.023 -0.006 0.020
H -0.8600 5.3548 1.6125 -0.063 0.025 0.077
H 4.1549 -0.8515 5.6963 -0.003 0.002 -0.005
H -0.0472 -4.1287 -1.7996 -0.009 0.021 0.009
H 4.1238 -2.7142 4.0765 -0.004 0.001 -0.004
H -0.8079 -3.0990 -3.9069 -0.028 0.011 -0.041
H 2.7210 -2.5580 2.0430 0.004 -0.002 0.003
H -2.4154 5.8860 1.1721 0.024 -0.010 0.122
H 2.7897 1.1667 5.2922 -0.003 0.000 -0.004
H -3.1386 0.3122 -5.0764 -0.011 0.004 0.017
H 1.3855 1.3147 3.2518 0.009 0.008 0.017
```
Forces are in eV/Å.

As for the calculated total energy: -33006.61271 eV. The gap between HOMO and LUMO is 7.3 eV. The energy above the lowest of the compared OMol25 structures with the same formula, charge and spin comes out at 0.0 kcal per mole. The calculation puts the HOMO energy at -11.250 eV. As for the total charge: +1.

***

> The lowest HOMO energy belongs to which entry?

C2H7O2